(1)
Computed, not measured: a cluster of 2 separate species, C3H11NS2 in total, with the ωB97M-V functional and the def2-TZVPD basis.

The geometry in XYZ format:
```
17
Properties=species:S:1:pos:R:3
H 2.332 -1.019 1.540
H -3.260 0.429 0.536
C 3.094 0.361 -0.195
H 1.142 1.057 0.130
N 1.563 -0.357 1.647
H -1.891 0.744 1.574
H 2.789 -0.438 -0.864
C -2.407 -0.038 1.042
H 3.984 0.210 0.423
H 0.668 -0.745 1.313
H 2.276 1.696 1.344
H 3.271 1.247 -0.817
H -2.757 -0.813 1.746
S -1.312 -0.964 -0.104
S -0.909 0.503 -1.530
H 0.389 0.094 -1.690
C 1.984 0.760 0.806
```

The value obtained for the lowest unoccupied orbital energy (spin up / spin down) is -4.761 / -8.437 eV. As for the multiplicity: 2. The value obtained for the energy relative to the best compared isomer or geometry (same formula, charge and spin) is 31.5 kJ/mol. The orbital gap (spin up / spin down) is 9.296 / 4.502 eV. As for the expectation value of S²: 0.7568. The charge is +1. The calculation puts the HOMO energy (spin up / spin down) at -14.06 / -12.94 eV.

These are the Mulliken partial charges, in e, on atoms 1 to 5: 0.317 0.380 -1.220 -0.135 -0.343

(2)
Computed, not measured: a cluster of 3 separate species, C3H11O2S in total, with the ωB97M-V functional and the def2-TZVPD basis.

The geometry in XYZ format:
```
17
Properties=species:S:1:pos:R:3
H 1.861 0.179 2.582
O -1.138 -1.702 -0.930
H 2.161 1.459 1.447
C -0.615 1.703 0.686
H -1.567 -0.553 -2.742
H -0.548 0.430 2.383
H -1.661 0.561 -3.776
S 1.463 -0.705 0.466
H -0.442 -1.411 -0.337
H 0.163 2.041 2.660
H -1.645 1.999 0.881
C 1.494 0.635 1.663
H -1.345 -2.631 -0.866
H -0.089 2.503 0.174
O -1.951 -0.338 -3.603
H -0.683 0.818 0.055
C 0.096 1.202 1.964
```

The value obtained for the lowest unoccupied orbital energy (spin up / spin down) is 0.761 / -2.439 eV. As for the multiplicity: 2. The value obtained for the energy relative to the best compared isomer or geometry (same formula, charge and spin) is 1.6 kJ/mol. The orbital gap (spin up / spin down) is 10.707 / 7.123 eV. As for the expectation value of S²: 0.7528. The calculation puts the HOMO energy (spin up / spin down) at -9.95 / -9.56 eV.

These are the Mulliken partial charges, in e, on atoms 1 to 5: 0.314 -0.602 0.350 -0.745 0.351

(3)
Computed, not measured: a cluster of 3 separate species, C3H11O3 in total, with the ωB97M-V functional and the def2-TZVPD basis.

The geometry in XYZ format:
```
17
Properties=species:S:1:pos:R:3
H -2.332 -1.523 -0.348
H -1.408 1.128 0.816
H -2.412 -1.067 1.363
C -2.448 -0.681 0.351
H 3.002 0.781 2.221
H -3.449 -0.303 0.194
O 1.065 0.581 -0.095
H 2.280 0.506 0.839
C 0.052 -0.304 0.244
H 0.188 -0.682 1.267
H 2.395 0.522 -2.692
H -1.443 0.781 -0.886
H 1.236 0.474 -1.687
H 0.078 -1.177 -0.445
O 3.080 0.216 1.449
O 1.439 0.421 -2.679
C -1.323 0.326 0.089
```

The value obtained for the lowest unoccupied orbital energy is 4.077 eV. The value obtained for the energy relative to the best compared isomer or geometry (same formula, charge and spin) is 2.5 kJ/mol. The orbital gap is 7.961 eV. The charge is -1. The calculation puts the HOMO energy at -3.88 eV.

These are the Mulliken partial charges, in e, on atoms 1 to 5: 0.306 0.218 0.295 -1.180 0.258

(4)
Computed, not measured: a cluster of 2 separate species, C3H11O5P in total, with the ωB97M-V functional and the def2-TZVPD basis.

The geometry in XYZ format:
```
20
Properties=species:S:1:pos:R:3
H -3.111 -2.362 -1.047
O -1.591 -1.323 -0.275
C 1.384 -1.966 0.216
H -0.834 3.159 0.326
P -0.414 -0.269 -0.625
H 2.336 -1.972 0.773
H 2.927 2.480 2.639
H -2.733 -0.894 -2.002
O 3.326 1.667 2.254
C -0.283 2.335 -0.158
O 0.760 -0.698 0.431
O 0.151 -0.212 -2.004
H 1.602 -2.120 -0.854
O -1.022 1.122 0.029
H -3.560 -0.745 -0.420
C -2.795 -1.307 -0.981
H 0.763 -2.805 0.572
H -0.204 2.550 -1.237
H 0.734 2.294 0.268
H 2.563 1.067 2.094
```

The value obtained for the lowest unoccupied orbital energy is 0.685 eV. The value obtained for the energy relative to the best compared isomer or geometry (same formula, charge and spin) is 60.7 kJ/mol. The orbital gap is 11.524 eV. The SMILES is COP(=O)(OC)OC.O. The calculation puts the HOMO energy at -10.84 eV.

These are the Mulliken partial charges, in e, on atoms 1 to 5: 0.243 -0.302 -0.682 0.240 1.016

(5)
Computed, not measured: a cluster of 2 separate species, C3H11P3 in total, with the ωB97M-V functional and the def2-TZVPD basis.

The geometry in XYZ format:
```
17
Properties=species:S:1:pos:R:3
H 0.506 0.015 1.893
P 0.170 -1.785 -0.476
H 1.425 -1.412 -0.020
C -0.112 -0.015 -0.174
H 1.836 0.214 0.784
C 0.735 0.618 0.960
C -1.492 0.628 -0.346
H 2.101 -0.514 -2.625
P -0.755 -2.446 1.417
H -2.135 -2.284 0.981
H 0.536 1.628 0.989
H -0.784 -3.822 1.127
P 1.505 0.720 -2.546
H -2.204 0.198 0.480
H 2.321 1.125 -1.504
H -2.020 0.313 -1.245
H -1.356 1.682 -0.292
```

The value obtained for the lowest unoccupied orbital energy (spin up / spin down) is -0.279 / -0.766 eV. The value obtained for the energy relative to the best compared isomer or geometry (same formula, charge and spin) is 265.0 kJ/mol. The orbital gap (spin up / spin down) is 7.760 / 6.904 eV. The calculation puts the HOMO energy (spin up / spin down) at -8.04 / -7.67 eV.

These are the Mulliken partial charges, in e, on atoms 1 to 5: 0.320 0.069 0.028 0.220 0.325

(6)
Computed, not measured: a cluster of 3 separate species, C3H12 in total, with the ωB97M-V functional and the def2-TZVPD basis.

The geometry in XYZ format:
```
15
Properties=species:S:1:pos:R:3
C -4.104 0.196 -3.159
H 3.133 3.435 0.070
H 1.520 -3.624 2.698
H 1.594 3.275 -0.724
H -4.088 -0.330 -4.118
C 1.711 -2.885 3.473
H 1.417 -3.305 4.435
C 2.423 2.706 -0.300
H 2.749 -2.586 3.579
H -5.134 0.086 -2.840
H -3.720 1.195 -3.326
H 1.933 2.130 0.488
H 2.847 1.978 -0.980
H -3.345 -0.220 -2.503
H 1.064 -2.051 3.208
```

The value obtained for the lowest unoccupied orbital energy is 0.985 eV. The value obtained for the energy relative to the best compared isomer or geometry (same formula, charge and spin) is 11.7 kJ/mol. The orbital gap is 13.888 eV. The SMILES is C.C.C. The calculation puts the HOMO energy at -12.90 eV.

These are the Mulliken partial charges, in e, on atoms 1 to 5: -0.921 0.222 0.227 0.233 0.233

(7)
Computed, not measured: a structure of composition C3H12AlN6O3, with the ωB97M-V functional and the def2-TZVPD basis.

The geometry in XYZ format:
```
25
Properties=species:S:1:pos:R:3
N -0.587 -3.113 -3.117
N 1.730 -1.860 -0.257
H -1.160 4.351 3.915
H -1.425 -0.120 -3.914
H 2.441 1.245 -0.041
H -2.107 4.013 2.545
H 0.950 -2.499 -0.239
H 0.384 1.253 4.151
N 2.501 0.307 -0.416
N -1.372 3.703 3.169
C -0.890 -1.801 -2.913
O 0.567 -0.072 0.624
O -1.119 -1.277 -1.790
H 3.151 0.017 -1.134
N -0.029 2.178 4.225
C -0.966 2.421 3.238
H -0.545 -3.643 -2.260
N -1.254 -1.111 -4.014
O -1.157 1.540 2.379
Al -2.107 -0.776 0.935
H -1.294 -1.600 -4.897
C 1.557 -0.549 0.025
H 2.515 -2.153 -0.825
H 0.462 2.969 4.623
H -0.245 -3.423 -4.012
```

The value obtained for the lowest unoccupied orbital energy is -17.077 eV. The value obtained for the energy relative to the best compared isomer or geometry (same formula, charge and spin) is 608.1 kJ/mol. The orbital gap is 2.782 eV. The charge is +3. The calculation puts the HOMO energy at -19.86 eV.

These are the Mulliken partial charges, in e, on atoms 1 to 5: -0.360 -0.317 0.229 0.266 0.258

(8)
Computed, not measured: a structure of composition C3H12BrN6O3Pb, with the ωB97M-V functional and the def2-TZVPD basis.

The geometry in XYZ format:
```
26
Properties=species:S:1:pos:R:3
H 2.661 4.682 -0.422
H 1.933 -3.257 0.611
H -1.452 -3.344 2.699
H -3.546 -0.698 -1.982
C -1.525 -0.689 -1.673
C 0.212 -3.100 1.592
H -0.706 -4.816 2.124
N -2.795 -0.303 -1.447
C 1.078 3.940 0.402
H 0.858 5.836 -0.319
H -0.613 5.019 0.158
N 2.411 3.953 0.229
N -0.832 -3.823 2.069
H -2.970 0.251 -0.630
H 2.995 3.155 0.416
O 0.206 -1.856 1.614
N 1.269 -3.817 1.129
N -1.309 -1.332 -2.856
H -2.022 -1.974 -3.169
H 1.104 -4.779 0.900
O 0.528 2.938 0.937
N 0.388 5.060 0.107
H -0.389 -1.722 -3.002
Br 2.865 0.369 0.174
Pb 0.236 0.558 1.325
O -0.583 -0.250 -0.985
```

The value obtained for the lowest unoccupied orbital energy is -2.944 eV. The value obtained for the energy relative to the best compared isomer or geometry (same formula, charge and spin) is 0.0 kJ/mol. The orbital gap is 8.937 eV. The charge is +1. The calculation puts the HOMO energy at -11.88 eV.

These are the Mulliken partial charges, in e, on atoms 1 to 5: 0.189 0.251 0.244 0.185 0.557

(9)
Computed, not measured: a structure of composition C3H12Cl2NO5Si2, with the ωB97M-V functional and the def2-TZVPD basis.

The geometry in XYZ format:
```
25
Properties=species:S:1:pos:R:3
H 1.984 -0.894 0.147
Si -0.620 0.641 -0.253
H -3.741 -0.264 -0.642
O -0.651 -3.141 2.920
C 2.195 -0.599 -0.882
Si -2.886 -0.379 -1.840
O 1.061 -2.444 4.389
O 1.128 -1.817 2.115
H 2.513 1.086 -2.129
C 2.170 0.896 -1.114
Cl 0.261 -2.072 3.249
H -2.364 1.347 1.062
O -0.490 -0.871 3.549
C 0.827 1.627 -0.915
H 3.187 -0.978 -1.131
H -3.095 -1.718 -2.431
H 0.967 2.466 -0.232
H -3.288 0.634 -2.842
H -0.215 -0.304 0.784
N -1.781 1.788 0.360
H 0.538 2.075 -1.869
H 1.477 -1.083 -1.548
Cl 3.435 1.668 -0.082
H -1.315 2.550 0.831
O -1.296 -0.214 -1.498
```

The value obtained for the lowest unoccupied orbital energy is 2.929 eV. The orbital gap is 8.828 eV. The charge is -1. The calculation puts the HOMO energy at -5.90 eV.

These are the Mulliken partial charges, in e, on atoms 1 to 5: 0.335 0.353 -0.150 -0.671 -1.419

(10)
Computed, not measured: a structure of composition C3H12FO3V, with the ωB97M-V functional and the def2-TZVPD basis.

The geometry in XYZ format:
```
20
Properties=species:S:1:pos:R:3
H -6.885 -21.136 -5.975
C -5.571 -22.129 -7.123
H -3.962 -16.985 -4.022
H -5.677 -18.395 -3.690
H -3.669 -18.613 -4.490
H -2.942 -18.124 -2.976
H -5.848 -21.615 -8.043
V -10.303 -16.662 -7.115
C -8.059 -18.186 -10.402
H -5.459 -23.202 -7.284
O -6.541 -22.031 -6.024
O -5.025 -18.267 -2.996
H -9.657 -17.655 -11.099
H -7.791 -18.756 -9.512
C -3.816 -17.985 -3.612
O -9.275 -17.507 -10.231
H -7.269 -17.464 -10.610
F -8.234 -18.303 -5.593
H -8.119 -18.805 -11.297
H -4.593 -21.778 -6.796
```

The value obtained for the lowest unoccupied orbital energy (spin up / spin down) is -11.104 / -12.257 eV. As for the multiplicity: 5. The value obtained for the energy relative to the best compared isomer or geometry (same formula, charge and spin) is 551.5 kJ/mol. The orbital gap (spin up / spin down) is 5.631 / 2.789 eV. As for the expectation value of S²: 6.3305. The charge is +2. The calculation puts the HOMO energy (spin up / spin down) at -16.74 / -15.05 eV.

These are the Mulliken partial charges, in e, on atoms 1 to 5: 0.312 -0.434 0.321 0.386 0.260

(11)
Computed, not measured: a cluster of 2 separate species, C3H12N2 in total, with the ωB97M-V functional and the def2-TZVPD basis.

The geometry in XYZ format:
```
17
Properties=species:S:1:pos:R:3
H -2.598 -2.107 -1.098
H -2.820 0.627 -1.203
H 3.706 0.251 1.311
H 3.883 1.868 0.657
H -1.247 0.941 -0.681
H 1.571 0.912 0.317
C -1.886 -1.801 -0.230
N 2.372 0.870 -0.319
N -2.293 -0.600 0.521
H -1.587 -0.486 1.282
H -0.868 -1.628 -0.688
C 3.626 0.897 0.375
H -1.728 -2.627 0.399
H 2.319 -0.030 -0.803
H 4.345 0.404 -0.310
H -2.589 1.546 0.350
C -2.230 0.643 -0.302
```

The value obtained for the lowest unoccupied orbital energy is 0.822 eV. The value obtained for the energy relative to the best compared isomer or geometry (same formula, charge and spin) is 105.6 kJ/mol. The orbital gap is 9.831 eV. The SMILES is CNC.CN. The calculation puts the HOMO energy at -9.01 eV.

These are the Mulliken partial charges, in e, on atoms 1 to 5: 0.236 0.320 0.224 0.276 0.237

(12)
Computed, not measured: a cluster of 2 separate species, C3H12N2 in total, with the ωB97M-V functional and the def2-TZVPD basis.

The geometry in XYZ format:
```
17
Properties=species:S:1:pos:R:3
H -0.213 -0.345 -2.671
H 1.379 -1.767 -1.966
H 0.641 -3.199 -2.650
N -0.989 0.605 1.313
H -0.193 2.485 1.001
C -0.337 -1.356 -3.038
H 1.690 0.957 1.593
H 1.011 0.658 3.176
C 1.077 1.397 2.381
H -1.903 0.925 1.001
N 0.544 -2.247 -2.311
H -1.119 -0.166 1.960
H -0.869 2.349 2.559
C -0.289 1.776 1.825
H 1.583 2.298 2.714
H -1.364 -1.699 -2.930
H -0.105 -1.409 -4.113
```

The value obtained for the lowest unoccupied orbital energy (spin up / spin down) is -3.451 / -8.947 eV. As for the multiplicity: 2. The value obtained for the energy relative to the best compared isomer or geometry (same formula, charge and spin) is 47.5 kJ/mol. The orbital gap (spin up / spin down) is 9.467 / 3.019 eV. As for the expectation value of S²: 0.7560. The charge is +1. The calculation puts the HOMO energy (spin up / spin down) at -12.92 / -11.97 eV.

These are the Mulliken partial charges, in e, on atoms 1 to 5: 0.316 0.324 0.313 -0.498 0.290

| no. | strongest force on any atom (eV/A) |
| --- | --- |
| 1 | 1.834 |
| 2 | 1.444 |
| 3 | 1.345 |
| 4 | 2.519 |
| 5 | 5.511 |
| 6 | 1.100 |
| 7 | 2.966 |
| 8 | 2.142 |
| 9 | 0.573 |
| 10 | 1.975 |
| 11 | 3.079 |
| 12 | 2.023 |